# C69H100O57

19 unconnected molecules or ions with the total composition C69H100O57 in a non-equilibrium geometry (ωB97M-V/def2-TZVPD, the Open Molecules 2025 dataset).

The calculation puts the orbital gap at 9.45 eV. As for the LUMO energy: -0.4 eV. The value obtained for the HOMO energy is -9.9 eV.

Structure (XYZ):
```
226
Properties=species:S:1:pos:R:3:forces:R:3:mulliken_charge:R:1
C 2.658805 0.489426 -6.260824 1.019 -1.402 0.293 0.48
H -6.250996 -2.819085 0.754753 0.646 0.234 -0.401 0.29
H -3.840357 -4.340800 -5.267569 0.227 -0.158 0.215 0.48
H -0.032779 -2.156143 -0.041239 -0.135 0.268 0.094 -0.48
C 1.987181 3.478751 -3.997711 -0.010 -2.423 -0.071 -0.40
C -3.822849 -0.263505 5.450155 1.507 -1.751 1.358 -0.41
C 4.247130 3.825566 -0.148590 -0.648 0.130 -0.783 0.22
H 3.110109 -3.583634 -1.280488 -0.072 0.713 0.328 0.20
O -5.870990 1.948566 3.987323 4.261 -0.936 1.454 -0.61
H 2.207561 -1.820667 -7.836517 0.429 0.187 -0.980 0.27
O 2.148509 -0.507267 -5.443016 1.412 0.771 -0.122 0.02
H -0.815306 -4.283733 -4.252309 0.448 0.997 -1.033 0.38
H 7.101761 -1.848129 5.011425 -0.707 -0.435 0.805 0.36
H -4.605693 4.778255 2.446586 -0.092 -0.706 0.294 -0.29
H 0.181586 -6.081730 4.362650 -0.160 0.022 0.000 0.41
C -3.371646 -3.402110 -4.972140 -0.305 -0.115 0.780 -1.10
H 8.671786 0.078968 4.295841 -0.154 -0.634 0.052 0.38
C -5.541670 -3.203288 1.487791 0.624 0.205 0.680 -1.38
C 1.522571 -1.009833 -7.588686 0.197 -1.877 -1.146 -0.43
C -2.708028 -3.409481 -3.516055 1.862 1.437 -2.326 0.12
H 3.450011 1.091674 4.644205 0.153 0.134 -0.069 -0.31
C -2.436887 3.235294 -2.708869 -0.582 -1.609 0.211 -0.66
O 0.453336 -7.809668 1.458906 4.660 1.338 -0.425 -0.19
O 5.619031 -0.631757 2.988787 -0.468 5.435 -2.533 -0.06
H 2.292144 -9.105924 -3.898377 -0.012 -0.134 -0.013 0.32
H 2.938956 3.023209 -3.724385 -0.070 -0.160 -0.021 0.22
C -0.594586 -8.524430 3.267256 -0.922 -0.510 0.924 -0.65
O 7.003649 4.906700 1.501067 1.083 0.677 1.906 -0.56
O -3.171388 6.884535 -2.192705 -1.965 -0.510 -0.101 0.08
O -0.601491 5.210993 1.367613 -3.055 -0.092 0.891 -0.47
C 1.291375 1.427089 5.083663 0.240 -0.610 0.075 -0.12
C 0.505027 -7.622704 2.845061 -0.687 1.257 2.172 0.46
H 0.718115 1.554292 6.001980 0.195 0.475 0.233 0.09
O -1.088138 -8.284798 -0.040991 0.517 -0.700 -0.179 -0.61
H 4.797564 0.332530 -4.197304 0.503 -0.350 -0.177 -0.18
O -1.427212 -3.954707 0.131904 -2.727 2.225 1.180 -0.53
C 1.396302 -2.031053 7.456370 -0.718 -0.079 -2.539 -0.03
C -2.667096 1.263463 7.215535 0.791 -0.932 -1.433 -1.61
H 5.990931 -1.658178 -2.932666 -0.625 0.117 0.257 0.28
H -0.249027 -9.544244 3.436562 0.082 0.050 0.707 0.35
O 2.722882 -2.205628 7.823057 0.761 0.284 2.087 -0.37
C -2.998659 0.968131 5.701582 0.076 0.630 2.941 1.46
H 3.318182 -6.561899 -4.108247 0.148 0.170 -0.452 0.44
H 0.633630 -1.470766 -1.505599 0.311 0.067 -0.072 0.32
C 5.273850 0.439278 -1.133265 -3.926 2.944 3.756 0.42
H -6.299002 -1.185785 -2.194389 -1.185 -1.150 0.076 0.34
O -1.849904 0.682189 2.560643 2.583 -0.347 -3.512 -0.73
H 0.507941 -3.404194 5.963571 -0.012 -0.909 0.674 0.18
O -4.695220 3.547851 -5.346036 -0.658 0.993 -4.207 -0.37
H 3.894603 -3.829880 1.966046 -0.114 0.147 -0.024 -0.11
C 4.758463 -1.412104 3.472890 -1.526 -2.359 -0.308 0.19
H 2.958613 5.120542 -4.849958 -0.842 0.063 -1.043 0.26
H -2.090663 4.257853 -2.859201 -0.619 0.130 -0.436 -0.10
C 1.844158 3.138940 3.761082 1.152 5.325 -3.644 0.42
H 3.529622 4.645415 -0.115012 0.220 0.271 0.285 0.50
H -0.543497 -5.589624 2.781399 0.146 -0.169 -0.097 0.22
C 1.451217 -2.871835 6.085726 -4.910 2.744 -0.403 0.11
C -1.635050 8.443018 -1.721401 0.122 -0.381 1.095 -0.12
O 5.401105 -5.090495 1.673482 0.546 -1.103 1.047 -0.32
O 6.143456 -4.199276 -0.174251 0.034 1.507 -0.993 -0.52
C -1.120028 -3.445001 -3.626394 -1.594 0.170 1.339 -0.47
H -4.055182 -3.588942 3.457803 0.741 -0.540 0.233 0.46
O -5.610265 -0.123343 -3.530358 1.025 2.576 -3.674 -0.19
H 1.863445 -6.936884 -5.021471 -0.133 -0.127 0.033 0.39
H -6.350001 5.017909 1.294831 0.492 0.281 0.020 0.09
C 1.805073 -8.733911 -2.997005 1.055 -1.434 -0.477 -0.44
O -4.755685 0.073836 4.521760 -0.661 1.664 -2.207 -0.29
C -3.642698 4.314395 2.660046 -0.602 -0.356 -0.267 0.50
H -3.627754 3.224927 2.690866 -0.463 0.059 0.014 -0.10
H -2.070519 0.473235 7.671322 0.160 -0.275 -0.243 0.36
C 1.868993 -7.266018 -2.918250 -2.098 0.715 2.396 0.70
O 2.831692 -7.070371 -1.931221 0.486 3.919 0.197 -0.11
H 0.981343 -6.851371 -2.440497 -0.609 -0.240 -0.300 0.16
H -1.562523 2.612069 -2.896428 0.173 -0.075 0.425 -0.17
C -4.159052 -2.451827 1.700274 -2.860 -0.188 0.518 0.63
H -0.665576 -3.663539 -2.660045 -0.121 0.370 0.192 0.16
C -3.438550 2.702035 -3.797387 0.815 -0.684 3.155 1.49
H -1.196623 -8.096979 4.069086 0.075 -0.434 0.156 0.28
O -2.664739 8.970544 -2.576278 0.168 0.839 -0.458 -0.43
H -3.154534 -1.045115 5.088836 -0.185 -0.188 -0.089 0.22
O 5.037206 3.834849 1.072845 -0.145 0.325 -1.035 -0.15
O -7.185463 4.048291 -0.198374 -1.410 -1.670 -0.476 -0.41
O -8.974732 4.175164 -1.684482 5.517 2.333 2.632 -0.66
H -4.250316 -1.384851 1.903552 -0.216 0.068 -0.683 -0.04
H -1.647710 6.396573 -1.048615 -0.057 0.079 0.790 -0.01
C 1.763414 5.959259 -2.328236 -4.065 6.431 6.729 0.63
H 1.216740 3.192100 -3.281924 0.002 0.172 0.243 -0.14
O -2.413491 -3.791298 2.126317 1.854 -1.738 1.247 -0.28
C 4.302946 -4.451213 1.168984 -2.213 1.763 -0.677 0.04
C 0.286970 -6.091625 3.277799 1.445 -2.180 -0.490 -0.97
C -3.349607 -3.048242 2.827013 -0.827 1.232 -0.085 -0.12
H -0.731602 8.117943 -2.237353 -0.438 -0.251 -0.774 -0.04
C -6.140489 4.830962 0.241609 1.178 1.569 -0.323 0.06
C 0.791156 5.598211 -4.230895 -2.537 -1.115 -1.006 -0.11
O 2.636167 5.538706 -3.038592 5.972 -3.448 -3.092 -0.24
C -2.965545 4.957787 3.852212 -1.261 -0.651 0.045 -0.13
O -4.089217 7.870900 -3.979901 -1.608 0.496 -1.410 -0.48
H 1.322823 -8.121847 3.364830 1.095 0.958 -0.777 0.33
C 6.203731 4.465650 0.777265 -1.309 -1.619 -2.136 0.40
C -5.963904 0.076023 -4.883533 0.883 4.112 -0.125 0.64
O 6.415822 4.441455 -0.566552 0.676 -0.456 -0.825 -0.49
H -7.288406 7.722767 0.196482 0.007 -0.102 -0.111 0.44
C 5.534787 0.524545 -3.417727 0.902 -1.491 -0.338 0.15
C 6.936083 -0.865819 3.224555 2.144 -1.931 0.078 0.41
O -2.669209 3.007807 -4.909868 1.593 -0.140 -1.861 -0.27
O 2.777989 3.044768 4.682634 3.015 1.288 0.086 -0.46
H 5.365576 3.300544 -2.088452 0.315 0.286 0.251 -0.05
H -3.544346 1.337772 7.858187 -0.054 0.553 -0.395 0.38
O -2.820025 4.694434 1.563445 -1.051 -0.503 -1.835 0.17
C -1.165500 0.575242 1.498631 -5.099 0.767 2.206 -0.22
C 6.291573 -0.630480 -2.728806 0.881 -1.032 -4.267 -0.45
C 0.436680 0.022052 0.070635 0.317 -0.375 -3.576 1.32
O -1.371534 -8.606308 2.123971 -3.010 -1.229 0.287 -0.37
H -2.752851 -3.065879 -5.804086 0.755 -0.279 0.358 0.21
O 3.517681 1.283150 -5.892052 -2.886 -1.777 -1.735 -0.54
H -5.845248 8.167846 -0.764198 -0.117 0.414 0.359 0.35
O 3.583702 -1.354029 3.290183 -1.304 0.388 0.406 -0.26
H 1.666203 3.072464 -4.956879 0.101 -0.218 -0.031 0.23
C 2.128833 4.898823 -4.178839 0.680 1.681 -0.699 0.10
O 0.866629 2.376737 4.123964 -2.606 -1.114 -1.010 -0.03
O 4.739474 0.698870 0.007702 2.742 -1.376 -5.800 -0.33
H -3.789982 1.671881 -3.855502 1.308 -0.573 0.663 -0.52
H -0.982135 0.275659 -1.595661 -0.520 -0.221 0.235 -0.99
H 4.954464 5.096593 -1.660094 -0.224 -0.595 -1.362 0.32
O -1.727613 5.287850 3.291816 1.260 1.239 2.360 -0.40
C 4.198789 -3.631891 -1.304161 -0.682 0.651 -0.532 -1.18
O 4.851137 0.982537 -2.346483 -2.456 1.774 4.088 -0.03
H 0.617887 -2.380157 8.134821 0.558 -0.825 0.394 0.22
C -1.655082 5.086794 1.991351 4.080 0.276 -1.132 0.32
C 2.229389 -6.516398 -4.084787 1.148 1.100 -2.514 -1.50
H 0.017065 4.833106 -4.290032 -0.077 0.019 -1.346 -0.02
O -3.888163 2.028322 5.354453 -2.093 -1.110 -2.937 -0.33
O -3.388057 -2.727283 0.569302 1.151 1.140 -2.744 -0.08
H 0.746207 -0.820730 -8.330036 -0.420 -1.094 0.301 0.31
H -2.091732 0.999886 5.097766 -0.127 0.046 -0.185 -0.39
H -5.693634 3.149932 -3.700822 0.516 -0.635 0.484 0.25
H -4.423328 -0.660913 6.268444 0.578 0.127 0.740 0.33
H 0.627621 6.399495 -4.951523 0.221 0.065 0.170 0.27
O -2.155021 -0.175866 -4.070446 1.390 -1.257 1.419 -0.69
O 2.101261 0.204955 -7.524833 3.808 5.034 1.006 -0.36
H 7.487167 -2.938433 3.815008 -0.998 -0.637 -0.730 0.39
O -6.602017 -0.966304 -5.321496 -0.950 -1.939 -1.568 -0.38
H 1.940021 -5.465533 -4.076955 -0.015 -0.037 0.264 0.19
H 0.273484 -0.625472 -6.083481 -0.483 -0.210 0.601 0.00
O -2.791150 -2.034512 -3.083549 -2.775 -1.238 2.294 0.14
H 0.938964 -2.221805 -5.872656 0.777 0.139 0.241 0.22
H 7.124245 0.861783 4.585065 -0.193 -0.278 0.152 0.31
C -3.466952 3.396776 -5.872359 -1.220 -0.080 -4.460 0.54
C -0.654731 -8.308833 1.081145 -2.826 0.997 -2.328 0.60
O 2.716005 -9.129932 -1.891559 -3.811 -6.197 -2.602 -0.33
H -7.838613 -1.866419 -3.899581 -0.482 0.075 -0.858 0.28
H -2.849143 7.424587 -0.133075 -0.428 -0.113 -0.249 0.03
C -5.937030 -1.396906 -3.200624 -0.066 -2.101 2.214 0.40
H -2.743566 3.148639 -1.666494 -0.134 -0.228 -0.003 0.62
C 0.690103 -1.432414 -0.417739 -0.047 0.799 0.331 -0.36
C 3.191476 -8.152685 -1.326214 6.312 3.691 4.805 0.54
H 4.634935 -2.828541 -1.897886 -0.443 -0.096 -0.373 -0.33
C -1.900411 -1.296573 -3.645729 -1.007 2.647 -3.087 -0.04
O 0.523703 6.005944 -2.887634 1.390 -0.165 -0.100 -0.14
C 2.837256 1.781998 5.223938 -2.378 -1.443 2.256 1.52
H -2.869319 4.319105 4.730235 0.376 -0.262 -0.331 0.15
H 4.191220 2.387911 6.780917 0.145 -0.110 0.001 0.42
H 0.783793 -9.114199 -2.975181 0.321 -0.383 0.758 0.32
H 3.470632 -5.058185 0.812703 0.403 -0.840 0.006 0.17
H 7.975184 1.073685 3.103086 -0.297 -0.156 -0.342 0.38
H -5.307055 5.998837 -1.387774 0.041 0.426 0.068 -0.65
C -4.863071 1.422357 4.491106 -3.663 1.848 0.247 0.64
C -6.257271 7.462507 -0.042502 0.270 -0.333 -0.529 -1.63
C 4.868591 -3.562746 0.024997 -0.081 -1.685 1.473 1.82
C -6.156561 6.103528 -0.712887 0.014 -1.639 1.458 1.89
C -2.359342 7.221387 -1.085389 2.101 0.616 -1.316 0.17
H -5.294699 -4.244023 1.278056 0.003 -0.043 -0.340 0.42
H 2.571481 2.355871 7.395637 -0.374 -0.019 -0.413 0.40
H -5.193336 4.334499 0.030628 -0.018 -0.277 0.655 0.10
C -6.838447 -1.933421 -4.327711 -0.487 0.497 2.739 -0.52
H 1.157859 -0.968714 7.404509 0.447 0.110 -0.602 0.10
H -3.163172 -4.069760 -2.777833 0.154 0.170 -0.149 0.53
H -2.833498 -2.244658 3.352358 -0.009 -0.198 0.333 -0.17
O 4.393747 -3.724619 7.546791 -3.483 1.145 -0.882 -0.56
H -4.153490 -2.644763 -5.029044 -0.237 -0.078 0.532 0.09
H 0.952915 0.466553 4.695189 0.757 -0.287 -0.104 0.03
H 1.403125 -2.381431 5.113464 0.759 1.165 0.188 0.08
H 3.606007 2.954729 -0.285346 0.703 -0.457 0.543 -0.31
C 5.246472 4.093294 -1.349896 -0.729 1.610 3.273 0.07
H 7.219269 -0.550410 -3.295435 0.978 -0.325 1.344 0.38
H -0.442127 1.812672 -1.045868 0.576 0.011 0.308 -0.19
C -7.892776 4.642240 -1.153221 -4.544 -1.528 -2.420 0.54
C -0.673987 0.807001 -0.695194 0.778 -0.501 -0.616 0.81
O 5.358827 -2.451053 4.027070 1.016 -1.507 0.919 -0.34
H 3.425539 0.831956 7.087603 -0.019 -0.056 0.026 0.35
C 3.250383 1.841413 6.715553 0.675 -0.065 -0.830 -1.66
C -2.309138 -3.447068 0.841000 1.213 -2.701 -0.524 0.33
H 5.035291 -2.633162 0.569220 0.018 0.775 -1.165 -0.10
C -4.688127 3.443787 -4.001989 -0.036 2.647 1.748 -0.13
C 1.186387 -1.210467 -6.195248 -3.840 0.270 1.461 0.04
H 1.265810 -5.664176 3.060444 -0.299 0.675 -0.123 0.19
O -1.667774 0.922934 0.272432 -1.061 0.204 1.717 -0.21
O 2.522261 -3.632025 6.165243 3.640 -2.401 1.566 -0.27
O -0.831719 -1.998859 -3.965417 1.459 -2.844 -0.373 0.00
H 4.325278 -4.582448 -1.822365 0.686 -0.127 0.367 0.39
C 7.709671 0.318740 3.843120 -0.372 0.178 -0.157 -1.55
O 7.536391 -5.437541 1.051717 -2.408 1.420 -0.144 -0.67
H -6.651493 -2.983187 -4.553875 0.311 0.402 -0.725 0.41
C -3.451386 7.961390 -3.013144 3.124 -1.117 2.318 0.46
H -3.634942 5.749186 4.189416 0.803 0.932 -0.099 0.28
O -0.039116 -0.014701 1.362290 1.885 -0.231 2.301 0.34
H 1.324319 0.628151 -0.110583 0.414 -0.243 1.027 -0.09
H -1.998217 2.121601 7.150041 -0.449 0.352 0.642 0.39
C 6.742922 -2.172992 4.034790 2.714 1.360 2.047 -0.55
O 4.083252 -8.086703 -0.443969 -2.900 -0.923 -1.946 -0.67
H 7.411620 -1.183021 2.296465 -0.003 0.541 -0.375 0.27
H -4.431259 4.426596 -3.606751 -0.830 0.710 0.352 0.07
H 6.311117 1.220484 -3.735671 -0.331 0.454 -0.250 0.24
C 3.295491 -3.261376 7.249068 3.012 -1.172 -0.598 0.61
H -6.164031 -3.264573 2.380548 0.367 0.343 0.455 0.37
O 1.920603 3.984426 2.830664 -0.932 -3.696 3.270 -0.61
O -5.814153 1.104183 -5.547947 0.034 -3.177 2.478 -0.53
H -1.210288 9.194506 -1.055858 -0.881 0.228 0.211 0.39
O -7.308672 5.805465 -1.460678 -1.653 0.359 -1.398 -0.41
O 2.031148 6.576887 -1.314491 -0.916 -0.947 0.245 -0.69
C 6.436606 -4.908639 0.873219 4.212 -3.129 0.798 0.55
H -5.121627 -2.096415 -3.016537 0.638 0.489 -0.395 -0.42
H 1.672252 -1.736424 -0.055719 0.047 -0.094 -0.207 0.29
O -3.227283 3.500812 -7.089562 -0.216 -0.037 3.908 -0.69
H -5.687419 7.468512 0.886651 0.187 0.111 -0.094 0.31
O 6.273682 -0.344506 -1.384896 1.370 -0.890 1.321 -0.33
```
Positions in Å, forces in eV/Å.